No. 1
This record from OMol25 describes a molecular structure, C3H5NO2 in a non-equilibrium geometry. The level of theory is ωB97M-V with the def2-TZVPD basis set.

```
11
Properties=species:S:1:pos:R:3:forces:R:3
C -0.53896 0.47342 -0.93077 -1.222 1.673 -3.428
C 0.90155 0.13874 -0.55159 1.892 1.989 0.532
C 0.88223 -0.82213 1.06502 4.545 -4.831 -2.967
H -2.48452 0.49899 -0.14882 -0.178 0.005 0.132
H -1.37382 0.03310 1.14770 -0.124 0.364 -2.536
H 1.67308 1.32460 -0.21550 -2.729 -3.796 -1.146
H 1.47903 -0.35275 -1.72098 -1.697 1.092 4.455
H 0.09907 -0.53218 2.58176 1.685 -0.470 -3.402
N -1.59297 0.10420 0.10069 2.926 1.208 -1.909
O -0.68629 0.97482 -2.18153 -0.255 -2.991 7.606
O 1.64160 -1.84081 0.85403 -4.843 5.757 2.663
```
Positions in Å, forces in eV/Å.

The value obtained for the HOMO-LUMO gap is 8.5 eV. As for the spin multiplicity: 1. Its total energy is -8769.406 eV. As for the net charge: 0. The value obtained for the energy above the lowest of the compared OMol25 structures with the same formula, charge and spin is 191.13 kcal/mol.

natural (NBO) population analysis, charges in e, atoms 1 to 8: C 0.605; C -0.552; C 0.415; H 0.404; H 0.418; H 0.279; H 0.332; H 0.091

No. 2
This record from OMol25 describes C3H5NO2 in the gas phase. The level of theory is ωB97M-V with the def2-TZVPD basis set.

```
11
Properties=species:S:1:pos:R:3:forces:R:3
O -1.51429 1.06244 -1.35689 0.217 -0.015 -0.106
C -1.32783 0.98990 -0.02346 -0.015 -0.034 0.292
C -0.18481 0.56305 0.52360 -0.164 0.123 -0.068
N 0.88508 0.22580 -0.35075 0.076 -0.336 0.142
C 1.42668 -0.91015 -0.18981 0.092 0.206 -0.182
O 1.07942 -1.85753 0.69629 -0.165 0.103 0.059
H -2.19566 1.30245 0.54678 0.173 -0.022 -0.013
H -0.03111 0.57179 1.60133 -0.065 -0.026 -0.156
H 0.24834 -1.57375 1.11504 0.101 -0.101 0.020
H -0.65015 0.85387 -1.75599 -0.180 0.028 -0.054
H 2.26433 -1.22787 -0.80613 -0.071 0.074 0.065
```
Positions in Å, forces in eV/Å.

The value obtained for the HOMO-LUMO gap is 9.4 eV. Its SMILES is O/C=C\N=C/O. As for the spin multiplicity: 1. Its total energy is -8776.091 eV. As for the net charge: 0. The value obtained for the energy above the lowest of the compared OMol25 structures with the same formula, charge and spin is 36.97 kcal/mol.

natural (NBO) population analysis, charges in e, atoms 1 to 8: O -0.669; C 0.155; C -0.252; N -0.546; C 0.436; O -0.667; H 0.188; H 0.203

No. 3
This record from OMol25 describes 3 unconnected molecules or ions with the total composition C3H5NO2 in a non-equilibrium geometry. The level of theory is ωB97M-V with the def2-TZVPD basis set.

```
11
Properties=species:S:1:pos:R:3:forces:R:3
N 2.00294 0.93483 0.11919 0.385 -0.619 -0.945
C 2.12049 0.26663 -0.81364 0.176 0.717 0.795
O 0.08269 -1.33798 -1.08220 -0.418 -0.210 0.394
C -0.57094 -1.38778 -0.06762 0.113 -0.193 -0.339
C -1.06068 1.17023 0.67062 -0.200 0.086 0.288
O -1.85107 0.94826 1.55602 0.214 0.121 -0.390
H 0.02199 0.98676 0.77991 -0.274 0.150 0.146
H 2.23869 -0.34829 -1.67899 -0.015 0.044 0.069
H -0.10993 -1.44775 0.93638 0.032 -0.046 -0.165
H -1.67356 -1.35594 -0.09376 0.064 -0.093 0.001
H -1.37771 1.55027 -0.32342 -0.077 0.042 0.146
```
Positions in Å, forces in eV/Å.

The value obtained for the HOMO-LUMO gap is 10.2 eV. Its SMILES is C#N.C=O.C=O. As for the spin multiplicity: 1. Its total energy is -8774.376 eV. As for the net charge: 0. The value obtained for the energy above the lowest of the compared OMol25 structures with the same formula, charge and spin is 76.53 kcal/mol.

natural (NBO) population analysis, charges in e, atoms 1 to 8: N -0.372; C 0.121; O -0.532; C 0.274; C 0.250; O -0.510; H 0.151; H 0.249

No. 4
This record from OMol25 describes C3H5NO2 in the gas phase in a non-equilibrium geometry. The level of theory is ωB97M-V with the def2-TZVPD basis set.

```
11
Properties=species:S:1:pos:R:3:forces:R:3
C -0.45207 -0.92679 0.37214 -3.976 -1.890 0.579
C -0.55717 0.59455 0.20637 3.487 2.919 1.035
C 0.84043 1.03325 -0.50926 10.449 -7.149 -5.032
H 0.28368 -0.84551 1.85079 1.850 -3.011 0.108
H -0.36646 -1.28680 -0.66369 -0.477 -0.252 0.382
H -1.48922 -1.19427 0.97730 1.583 0.725 -2.464
H -0.50103 1.37650 1.08157 -0.637 -2.170 -0.927
H -1.48278 0.49921 -1.36091 0.114 -1.514 -3.489
N 2.02266 0.45061 -1.05202 -11.738 6.269 5.398
O 0.44179 -1.63818 1.19658 0.074 4.516 1.630
O -1.64054 0.89950 -0.56363 -0.727 1.557 2.781
```
Positions in Å, forces in eV/Å.

The value obtained for the HOMO-LUMO gap is 10.1 eV. Its SMILES is N#C[C@@H](O)CO. As for the spin multiplicity: 1. Its total energy is -8771.159 eV. As for the net charge: 0. The value obtained for the energy above the lowest of the compared OMol25 structures with the same formula, charge and spin is 150.71 kcal/mol.

natural (NBO) population analysis, charges in e, atoms 1 to 8: C -0.112; C 0.013; C 0.158; H 0.462; H 0.197; H 0.175; H 0.230; H 0.472

No. 5
This record from OMol25 describes 2 unconnected molecules or ions with the total composition C3H5NO2 in a non-equilibrium geometry. The level of theory is ωB97M-V with the def2-TZVPD basis set.

```
11
Properties=species:S:1:pos:R:3:forces:R:3
O 2.40931 -0.45954 -0.64664 -0.274 0.361 0.528
C 1.81092 0.10978 0.23757 0.182 -0.238 -0.327
C 0.29837 0.17626 0.30387 -0.042 0.031 0.014
N -0.38825 -0.39771 -0.83283 0.135 -0.031 -0.125
C -3.28817 -0.14280 -0.04295 0.318 0.606 1.212
O -2.98382 0.34926 0.93717 -0.376 -0.599 -1.185
H 2.35339 0.60561 1.07113 -0.016 -0.067 -0.097
H -0.01405 -0.33235 1.22846 0.094 0.061 -0.076
H -0.00933 1.22120 0.43838 0.110 -0.092 0.010
H 0.02506 -1.30376 -1.03890 -0.096 0.090 -0.037
H -0.21343 0.17405 -1.65525 -0.036 -0.122 0.084
```
Positions in Å, forces in eV/Å.

The value obtained for the HOMO-LUMO gap is 10.6 eV. As for the spin multiplicity: 1. Its total energy is -8776.272 eV. As for the net charge: 0. The value obtained for the energy above the lowest of the compared OMol25 structures with the same formula, charge and spin is 32.81 kcal/mol.

natural (NBO) population analysis, charges in e, atoms 1 to 8: O -0.526; C 0.421; C -0.338; N -0.821; C 0.523; O -0.529; H 0.108; H 0.216

No. 6
This record from OMol25 describes C3H5NO2 in the gas phase. The level of theory is ωB97M-V with the def2-TZVPD basis set.

```
11
Properties=species:S:1:pos:R:3:forces:R:3
N 1.84786 -1.05551 -0.31045 -0.294 0.281 -0.035
C 0.76481 -0.42652 -0.18915 0.206 -0.283 0.013
C -0.52186 -0.95915 0.39335 0.121 -0.207 -0.008
O -1.41038 0.14150 0.37128 -0.102 0.013 -0.047
C -0.70009 1.27880 -0.04190 -0.113 0.341 0.002
O 0.52147 0.84333 -0.61492 0.064 -0.045 0.022
H 2.54693 -0.46705 -0.76401 0.011 -0.079 0.048
H -0.89240 -1.75580 -0.25866 -0.056 0.049 0.119
H -0.40691 -1.35729 1.40703 0.128 0.123 -0.141
H -1.28359 1.81539 -0.79491 0.123 -0.057 0.051
H -0.46582 1.94232 0.80234 -0.089 -0.136 -0.024
```
Positions in Å, forces in eV/Å.

The value obtained for the HOMO-LUMO gap is 11.2 eV. Its SMILES is [H]/N=C1/COCO1. As for the spin multiplicity: 1. Its total energy is -8776.296 eV. As for the net charge: 0. The value obtained for the energy above the lowest of the compared OMol25 structures with the same formula, charge and spin is 32.26 kcal/mol.

natural (NBO) population analysis, charges in e, atoms 1 to 8: N -0.675; C 0.531; C -0.154; O -0.519; C 0.236; O -0.501; H 0.352; H 0.208

No. 7
This record from OMol25 describes C3H5NO2 in the gas phase in a non-equilibrium geometry. The level of theory is ωB97M-V with the def2-TZVPD basis set.

```
11
Properties=species:S:1:pos:R:3:forces:R:3
N 1.55301 0.78563 1.05207 0.161 0.053 -0.352
C 1.03241 0.86682 -0.08478 0.273 0.591 0.626
O -0.19414 -0.91023 -0.97664 -1.417 0.889 -0.780
C -0.96011 -1.11955 0.17085 -0.582 -0.176 0.867
C -1.13382 0.23860 -0.27770 0.245 -0.528 -0.810
O -0.29732 1.27788 -0.12486 0.188 0.135 0.495
H 2.54461 0.58748 0.97657 0.152 -0.149 -0.023
H 1.46519 0.74251 -1.08166 0.000 0.143 0.391
H -0.51449 -1.34537 1.13174 0.490 -0.213 -0.037
H -1.82324 -1.72611 -0.10479 -0.168 -0.146 0.649
H -2.14662 0.63162 -0.48279 0.659 -0.599 -1.026
```
Positions in Å, forces in eV/Å.

The value obtained for the HOMO-LUMO gap is 11.0 eV. Its SMILES is [H]/N=C/O[C@@H]1CO1. As for the spin multiplicity: 1. Its total energy is -8773.823 eV. As for the net charge: 0. The value obtained for the energy above the lowest of the compared OMol25 structures with the same formula, charge and spin is 89.29 kcal/mol.

natural (NBO) population analysis, charges in e, atoms 1 to 8: N -0.648; C 0.403; O -0.556; C -0.150; C 0.364; O -0.504; H 0.347; H 0.177

No. 8
This record from OMol25 describes 2 unconnected molecules or ions with the total composition C3H5NO2. The level of theory is ωB97M-V with the def2-TZVPD basis set.

```
11
Properties=species:S:1:pos:R:3:forces:R:3
O -2.80398 0.77889 0.48512 0.251 -0.399 -0.363
C -2.14095 0.05027 -0.14088 -0.664 -0.113 -0.310
N -0.18641 0.67147 0.95647 0.545 0.066 0.021
C 0.93154 0.41646 0.41378 -0.169 0.106 0.043
C 1.07714 -0.77879 -0.47067 0.105 -0.002 -0.062
O -1.65642 -0.71404 -0.88312 -0.581 0.471 0.440
H -0.24465 1.59077 1.38962 0.260 -0.102 0.189
H 0.68994 -0.40429 -1.42353 0.114 -0.390 -0.154
H 1.78181 1.10576 0.45376 -0.043 0.023 0.079
H 0.44698 -1.61191 -0.15094 0.184 0.217 -0.076
H 2.10499 -1.10459 -0.62962 -0.001 0.122 0.192
```
Positions in Å, forces in eV/Å.

The value obtained for the HOMO-LUMO gap is 11.2 eV. Its SMILES is [H]/N=C/C.O=C=O. As for the spin multiplicity: 1. Its total energy is -8777.197 eV. As for the net charge: 0. The value obtained for the energy above the lowest of the compared OMol25 structures with the same formula, charge and spin is 11.47 kcal/mol.

natural (NBO) population analysis, charges in e, atoms 1 to 8: O -0.537; C 1.057; N -0.670; C 0.177; C -0.685; O -0.560; H 0.355; H 0.246

No. 9
This record from OMol25 describes C3H5NO2 in the gas phase. The level of theory is ωB97M-V with the def2-TZVPD basis set.

```
11
Properties=species:S:1:pos:R:3:forces:R:3
N 0.74214 -1.24421 0.66317 0.065 0.366 0.287
C -1.30414 -0.44856 -1.04072 -0.313 0.055 0.206
O -0.17586 0.22621 -1.32393 -0.095 -0.075 -0.012
C 0.35077 0.95421 -0.22731 0.091 0.096 0.102
C 0.79319 0.00468 0.85993 -0.002 -0.264 -0.106
O -2.00942 -0.25249 -0.08757 0.288 -0.095 -0.477
H 1.03549 -1.76452 1.48740 0.083 0.037 -0.013
H -1.48224 -1.19416 -1.82637 -0.092 0.124 0.042
H -0.38185 1.66641 0.16921 0.078 -0.128 -0.025
H 1.20540 1.51311 -0.61975 -0.093 -0.057 0.083
H 1.12896 0.47613 1.79147 -0.010 -0.058 -0.087
```
Positions in Å, forces in eV/Å.

The value obtained for the HOMO-LUMO gap is 11.4 eV. Its SMILES is [H]/N=C/COC=O. As for the spin multiplicity: 1. Its total energy is -8776.384 eV. As for the net charge: 0. The value obtained for the energy above the lowest of the compared OMol25 structures with the same formula, charge and spin is 30.23 kcal/mol.

natural (NBO) population analysis, charges in e, atoms 1 to 8: N -0.610; C 0.660; O -0.495; C -0.152; C 0.117; O -0.586; H 0.347; H 0.130

No. 10
This record from OMol25 describes C3H5NO2 in the gas phase. The level of theory is ωB97M-V with the def2-TZVPD basis set.

```
11
Properties=species:S:1:pos:R:3:forces:R:3
N -1.15988 -0.28943 1.03791 0.058 0.400 0.009
C -0.97863 0.89639 0.64357 -0.122 -0.121 0.115
O -0.01072 1.25239 -0.21197 -0.123 -0.057 -0.014
C 1.00189 0.28665 -0.49204 0.197 -0.139 -0.002
C 0.55801 -1.15058 -0.72711 0.290 -0.160 -0.017
O 1.29272 -2.06494 -0.44513 -0.379 0.344 -0.183
H -1.95872 -0.33261 1.66399 0.090 -0.079 0.002
H -1.56460 1.77474 0.92064 -0.008 -0.084 -0.069
H 1.75695 0.28404 0.30037 -0.135 -0.001 -0.050
H 1.45791 0.64147 -1.42210 0.037 -0.084 0.125
H -0.39494 -1.29812 -1.26813 0.097 -0.019 0.084
```
Positions in Å, forces in eV/Å.

The value obtained for the HOMO-LUMO gap is 10.6 eV. Its SMILES is [H]/N=C/OCC=O. As for the spin multiplicity: 1. Its total energy is -8776.015 eV. As for the net charge: 0. The value obtained for the energy above the lowest of the compared OMol25 structures with the same formula, charge and spin is 38.74 kcal/mol.

natural (NBO) population analysis, charges in e, atoms 1 to 8: N -0.716; C 0.415; O -0.490; C -0.183; C 0.427; O -0.525; H 0.364; H 0.160

Q: Look up the net charge of the ninth one.
A: 0